No. 1
Molecular formula: C40H59LaN11O2S2
Method: DFT, ωB97M-V/def2-TZVPD

Results
total charge	-1
LUMO level	2.09	eV
frontier orbital gap	0.2267	Eh
calculated total energy	-85458.343	eV
spin multiplicity	1
energy relative to the best compared isomer or geometry (same formula, charge and spin)	0.0	kcal per mole

Positions of all 115 atoms, in Å:
La: -0.32 -0.43 -0.01
C: -1.01 4.29 -0.71
N: 0.31 3.70 -0.61
C: 1.06 4.31 0.48
C: 2.24 3.52 1.01
N: 1.89 2.40 1.87
C: 3.08 1.69 2.28
C: 1.10 2.79 3.02
C: 1.74 3.48 4.05
C: 1.08 3.86 5.20
C: -0.27 3.53 5.32
C: -0.90 2.86 4.30
C: -0.25 2.46 3.12
S: -1.24 1.73 1.87
C: 0.95 3.46 -1.84
C: 2.10 4.17 -2.21
C: 2.79 3.90 -3.38
C: 2.31 2.90 -4.23
C: 1.17 2.20 -3.88
C: 0.45 2.45 -2.70
S: -0.93 1.44 -2.31
H: -0.94 5.38 -0.87
H: -1.57 4.08 0.21
H: -1.56 3.84 -1.54
H: 0.35 4.46 1.29
H: 1.42 5.32 0.21
H: 2.89 4.23 1.57
H: 2.85 3.13 0.19
H: 3.84 2.35 2.72
H: 3.54 1.21 1.42
H: 2.81 0.91 2.99
H: 2.79 3.72 3.93
H: 1.60 4.39 5.99
H: -0.82 3.80 6.21
H: -1.95 2.61 4.39
H: 2.47 4.94 -1.55
H: 3.67 4.46 -3.64
H: 2.83 2.65 -5.14
H: 0.81 1.41 -4.52
C: 2.06 -1.27 -3.39
N: 0.82 -1.51 -2.69
C: -0.14 -1.88 -3.45
C: -1.42 -2.33 -2.99
C: -2.35 -2.89 -3.84
C: -3.36 -3.40 -3.01
C: -2.95 -3.10 -1.72
N: -1.77 -2.42 -1.66
C: 3.04 -2.41 -3.28
C: 2.71 -3.63 -2.70
C: 3.63 -4.67 -2.67
C: 4.89 -4.51 -3.24
C: 5.22 -3.30 -3.82
C: 4.31 -2.26 -3.84
H: 2.53 -0.36 -3.03
H: 1.88 -1.09 -4.47
H: 0.00 -1.93 -4.55
H: -2.27 -2.94 -4.91
H: -4.25 -3.93 -3.29
H: -3.51 -3.36 -0.84
H: 1.73 -3.75 -2.27
H: 3.35 -5.61 -2.22
H: 5.59 -5.33 -3.22
H: 6.20 -3.17 -4.27
H: 4.57 -1.32 -4.30
C: -1.88 -1.83 3.54
N: -2.26 -1.84 2.12
C: -2.33 -3.23 1.72
C: -3.55 -1.15 2.06
C: -4.13 -0.92 0.68
N: -3.48 0.18 -0.05
C: -3.89 0.15 -1.46
C: -3.98 1.45 0.48
H: -2.68 -2.32 4.13
H: -1.74 -0.80 3.88
H: -0.96 -2.37 3.68
H: -3.16 -3.75 2.22
H: -1.40 -3.72 2.02
H: -2.42 -3.35 0.66
H: -3.42 -0.19 2.56
H: -4.28 -1.73 2.66
H: -5.21 -0.69 0.78
H: -4.07 -1.82 0.08
H: -4.99 0.23 -1.53
H: -3.57 -0.77 -1.94
H: -3.44 1.00 -1.97
H: -5.07 1.51 0.29
H: -3.48 2.28 -0.01
H: -3.79 1.55 1.55
C: 3.64 -4.06 1.07
N: 4.12 -2.86 0.43
C: 5.43 -2.95 -0.17
C: 3.21 -1.90 0.02
N: 1.94 -2.00 0.04
N: 3.83 -0.75 -0.44
C: 3.21 0.39 -0.92
N: 4.13 1.27 -1.49
N: 1.96 0.59 -0.83
H: 4.43 -4.45 1.72
H: 3.39 -4.84 0.34
H: 2.78 -3.84 1.69
H: 5.69 -4.00 -0.30
H: 6.21 -2.48 0.44
H: 5.44 -2.51 -1.17
H: 1.67 -2.91 0.40
H: 4.81 -0.64 -0.22
H: 4.86 0.82 -2.03
H: 3.71 2.06 -1.96
H: 1.71 1.43 -1.34
C: 1.70 -2.84 3.90
O: 1.20 -2.57 2.62
C: 0.78 -1.13 2.41
O: 0.93 -0.47 3.41
H: 1.92 -3.91 3.94
H: 0.99 -2.60 4.70
H: 2.62 -2.28 4.11

Atomic partial charges in e from the Mulliken method, atoms 1 to 8:
1 La 1.54
2 C -1.22
3 N 1.67
4 C -2.06
5 C -0.76
6 N 1.69
7 C -0.97
8 C -1.36

***

No. 2
Molecular formula: C40H59N4O2PPtS2
Method: DFT, ωB97M-V/def2-TZVPD

Results
LUMO level	0.23	eV
frontier orbital gap	0.2392	Eh
calculated total energy	-86699.848	eV
spin multiplicity	1
energy relative to the best compared isomer or geometry (same formula, charge and spin)	45.1	kcal per mole

Positions of all 109 atoms, in Å:
Pt: -0.20 0.12 -0.30
C: 6.98 -4.22 0.81
C: 5.85 -3.46 0.19
C: 4.53 -3.74 0.54
C: 3.49 -2.96 0.06
C: 3.77 -1.92 -0.80
C: 5.07 -1.65 -1.20
C: 6.10 -2.43 -0.71
S: 2.49 -0.76 -1.28
O: 3.11 0.25 -2.09
O: 1.40 -1.50 -1.90
N: 1.87 -0.20 0.10
C: 2.49 0.57 1.04
C: 3.86 0.64 1.27
C: 4.36 1.40 2.32
C: 3.54 2.13 3.15
C: 2.15 2.13 2.94
C: 1.23 2.89 3.70
C: -0.11 2.82 3.41
C: -0.54 2.00 2.37
N: 0.29 1.28 1.64
C: 1.62 1.32 1.89
H: 6.66 -5.21 1.13
H: 7.33 -3.68 1.70
H: 7.82 -4.32 0.13
H: 4.33 -4.56 1.21
H: 2.47 -3.14 0.35
H: 5.23 -0.83 -1.88
H: 7.12 -2.22 -1.01
H: 4.53 0.09 0.63
H: 5.43 1.41 2.49
H: 3.95 2.72 3.95
H: 1.60 3.53 4.49
H: -0.85 3.40 3.95
H: -1.59 1.93 2.11
C: -3.49 2.70 0.12
C: -3.60 1.53 -0.86
C: -3.17 2.03 -2.24
P: -2.57 0.04 -0.33
C: -3.41 -0.42 1.30
C: -4.78 -1.08 1.21
C: -2.48 -1.28 2.17
C: -3.03 -1.30 -1.55
C: -4.45 -1.27 -2.12
C: -2.01 -1.25 -2.69
H: -4.15 3.50 -0.21
H: -2.47 3.08 0.13
H: -3.78 2.43 1.13
H: -4.64 1.20 -0.90
H: -2.12 2.32 -2.22
H: -3.76 2.91 -2.51
H: -3.31 1.29 -3.02
H: -3.52 0.54 1.82
H: -4.71 -2.05 0.72
H: -5.50 -0.45 0.68
H: -5.17 -1.24 2.22
H: -2.48 -2.31 1.84
H: -2.81 -1.25 3.20
H: -1.46 -0.90 2.12
H: -2.89 -2.23 -0.99
H: -4.61 -0.40 -2.75
H: -5.20 -1.26 -1.34
H: -4.62 -2.16 -2.73
H: -2.08 -0.31 -3.24
H: -2.16 -2.06 -3.40
H: -0.99 -1.29 -2.29
C: 0.76 3.60 -3.62
C: 0.53 3.93 -2.29
C: 0.26 2.93 -1.37
C: 0.21 1.60 -1.76
C: 0.46 1.28 -3.09
C: 0.73 2.28 -4.01
H: 0.97 4.38 -4.34
H: 0.55 4.96 -1.98
H: 0.08 3.21 -0.34
H: 0.47 0.25 -3.42
H: 0.93 2.01 -5.04
C: -0.65 -8.08 0.01
C: -0.16 -7.80 1.43
C: 0.13 -6.33 1.73
C: -1.08 -5.39 1.70
N: -1.45 -5.00 0.36
C: -0.78 -4.01 -0.29
S: -0.01 -2.78 0.54
N: -0.76 -4.03 -1.64
C: -1.72 -4.70 -2.50
C: -1.19 -4.97 -3.90
C: -0.22 -6.15 -3.97
C: 1.16 -5.84 -3.40
H: -0.60 -9.14 -0.20
H: -0.01 -7.57 -0.71
H: -1.68 -7.76 -0.13
H: 0.76 -8.36 1.59
H: -0.90 -8.18 2.14
H: 0.87 -5.95 1.03
H: 0.57 -6.27 2.73
H: -0.85 -4.47 2.24
H: -1.95 -5.86 2.17
H: -1.74 -5.77 -0.21
H: -0.26 -3.25 -2.05
H: -2.64 -4.09 -2.57
H: -2.01 -5.66 -2.05
H: -0.70 -4.07 -4.29
H: -2.05 -5.19 -4.54
H: -0.10 -6.44 -5.02
H: -0.65 -7.00 -3.44
H: 1.62 -5.00 -3.92
H: 1.81 -6.70 -3.50
H: 1.10 -5.58 -2.34

Atomic partial charges in e from the Mulliken method, atoms 1 to 8:
1 Pt 2.34
2 C -1.57
3 C 0.99
4 C -1.09
5 C -0.46
6 C -0.43
7 C -0.42
8 C -0.71

***

No. 3
Molecular formula: C40H60CuGeN5P3S
Method: DFT, ωB97M-V/def2-TZVPD

Results
total charge	+1
LUMO level	-3.13	eV
frontier orbital gap	0.2395	Eh
calculated total energy	-189759.252	eV
spin multiplicity	1
energy relative to the best compared isomer or geometry (same formula, charge and spin)	0.0	kcal per mole

Positions of all 111 atoms, in Å:
Cu: 1.14 1.47 -0.58
C: -0.37 -0.63 -4.43
C: 0.11 0.57 -3.61
C: 0.46 1.77 -4.49
P: 1.48 0.25 -2.40
C: 1.33 -1.54 -2.01
N: 0.17 -1.76 -1.19
Ge: -0.44 -0.59 0.21
N: -1.83 0.49 -0.56
C: -1.91 1.93 -0.64
P: -0.54 2.76 0.23
C: -0.90 2.64 2.04
C: -2.36 2.33 2.38
C: -0.40 3.87 2.79
C: -0.71 4.52 -0.28
C: -2.13 5.08 -0.17
C: -0.16 4.72 -1.69
C: -2.76 -0.19 -1.35
C: -3.54 0.37 -2.36
C: -4.38 -0.44 -3.11
C: -4.46 -1.81 -2.89
C: -3.70 -2.37 -1.87
C: -2.88 -1.56 -1.12
N: -2.10 -2.03 0.00
C: -1.40 -3.27 -0.25
C: -1.86 -4.50 0.13
C: -1.12 -5.63 -0.23
C: 0.04 -5.48 -0.97
C: 0.51 -4.22 -1.33
C: -0.20 -3.09 -0.96
C: -2.75 -1.91 1.29
C: -4.11 -1.99 1.49
C: -4.60 -1.85 2.79
C: -3.71 -1.64 3.84
C: -2.34 -1.54 3.62
C: -1.85 -1.64 2.32
N: -0.51 -1.53 1.91
C: 0.43 -1.08 2.84
P: 1.83 -0.08 2.02
C: 2.63 0.45 3.61
C: 1.88 1.61 4.27
C: 2.84 -0.68 4.62
C: 2.94 -1.29 1.19
C: 2.56 -2.76 1.38
C: 4.42 -1.05 1.49
C: 3.10 0.40 -3.24
C: 4.23 0.36 -2.21
C: 3.34 -0.61 -4.36
H: -1.18 -0.32 -5.09
H: -0.77 -1.42 -3.78
H: 0.42 -1.05 -5.05
H: -0.71 0.86 -2.95
H: 1.22 1.51 -5.24
H: 0.83 2.62 -3.92
H: -0.43 2.09 -5.03
H: 2.28 -1.90 -1.58
H: 1.22 -2.08 -2.95
H: -2.89 2.28 -0.30
H: -1.81 2.29 -1.68
H: -0.31 1.77 2.36
H: -3.03 3.12 2.05
H: -2.47 2.23 3.46
H: -2.70 1.39 1.93
H: -1.05 4.73 2.61
H: 0.62 4.16 2.51
H: -0.41 3.67 3.86
H: -0.06 5.06 0.41
H: -2.82 4.56 -0.83
H: -2.15 6.13 -0.46
H: -2.53 5.01 0.85
H: -0.77 4.21 -2.44
H: 0.86 4.35 -1.78
H: -0.16 5.78 -1.94
H: -3.51 1.43 -2.57
H: -4.98 0.01 -3.89
H: -5.11 -2.42 -3.49
H: -3.75 -3.44 -1.66
H: -2.77 -4.59 0.71
H: -1.47 -6.62 0.06
H: 0.60 -6.36 -1.26
H: 1.44 -4.14 -1.88
H: -4.78 -2.16 0.66
H: -5.66 -1.91 2.98
H: -4.09 -1.55 4.85
H: -1.68 -1.39 4.46
H: 1.07 -1.89 3.23
H: 0.05 -0.49 3.68
H: 3.62 0.80 3.30
H: 0.91 1.29 4.64
H: 1.74 2.46 3.61
H: 2.46 1.96 5.13
H: 1.90 -0.97 5.11
H: 3.51 -0.33 5.40
H: 3.28 -1.58 4.18
H: 2.78 -1.03 0.14
H: 2.81 -3.10 2.39
H: 3.14 -3.37 0.69
H: 1.51 -2.96 1.20
H: 4.68 -1.30 2.52
H: 4.72 -0.02 1.30
H: 5.02 -1.69 0.84
H: 3.08 1.40 -3.68
H: 4.32 -0.64 -1.77
H: 4.08 1.07 -1.40
H: 5.18 0.58 -2.69
H: 3.35 -1.63 -3.98
H: 4.31 -0.43 -4.83
H: 2.58 -0.55 -5.14
S: 3.57 3.89 1.51
C: 2.97 2.45 1.34
N: 2.51 1.36 1.14

Atomic partial charges in e from the Mulliken method, atoms 1 to 8:
1 Cu -1.17
2 C -1.49
3 C 2.71
4 C -1.55
5 P 0.40
6 C -2.53
7 N 1.24
8 Ge 0.78